Entry 1:
ORCA calculation (ωB97M-V/def2-TZVPD) on C36H44BN4SbSe6Ti as an isolated structure.

Atoms and positions in Å:
Sb -4.851 -1.804 -1.381
Se -1.990 1.020 -3.126
Se -2.860 -0.679 -1.864
Se -0.286 3.738 -1.626
Se -0.525 -1.900 -3.339
Se -6.746 -1.567 -2.846
Se -5.686 -3.893 -0.424
Ti -0.695 -0.076 -1.762
N 0.490 -1.788 0.501
N -2.103 2.163 -0.260
N 0.928 0.360 1.092
N 0.746 0.995 -3.358
C -1.623 0.791 2.991
C 2.081 3.882 0.899
C 0.446 0.710 4.413
C -0.081 -2.969 -0.048
C 2.560 -2.136 -1.627
C -0.189 -4.701 -1.696
C 1.973 2.523 0.644
C -2.211 4.475 0.333
C 0.485 3.695 2.650
C -3.329 4.241 1.097
C -2.086 -4.277 -0.292
C -3.218 1.955 0.439
C 0.364 2.325 2.460
C 1.727 -0.511 1.822
C 0.916 2.544 -5.638
C -0.439 1.593 3.520
C 1.062 1.746 1.386
C -3.871 2.958 1.124
C -1.816 -3.890 2.792
C -1.643 3.412 -0.371
C 1.993 -3.547 -1.496
C -0.304 2.358 -5.039
C 2.858 -4.367 -0.535
C 1.455 -1.783 1.485
C 1.900 1.146 -3.976
C 2.039 1.907 -5.118
C -0.341 1.588 -3.883
C -1.357 -3.331 0.414
C 2.898 1.874 -0.365
C -3.240 -2.169 1.615
C -1.852 -2.779 1.733
C 4.167 1.395 0.350
C 1.310 4.478 1.873
C 0.545 -3.694 -1.068
C 3.302 2.786 -1.519
C -1.509 -4.935 -1.366
B 0.078 -0.433 0.206
H 1.361 5.545 2.034
H -3.990 -2.939 1.394
H 2.066 -4.002 -2.494
H -0.809 -4.302 2.876
H 3.840 -4.558 -0.966
H 2.994 -3.830 0.402
H -3.106 -4.525 -0.016
H 2.372 -5.317 -0.318
H 0.995 3.149 -6.536
H 3.935 0.651 1.109
H -1.345 0.180 2.135
H -3.604 0.926 0.393
H 1.940 -1.524 -2.281
H -2.093 -5.647 -1.929
H -1.213 2.791 -5.445
H -1.160 -2.001 2.075
H -2.095 -3.481 3.763
H -0.047 0.555 5.372
H -2.505 -4.693 2.540
H -0.845 2.380 4.169
H 4.661 2.237 0.835
H 3.002 1.984 -5.605
H -2.426 1.454 2.679
H -1.774 5.457 0.230
H 2.663 -1.636 -0.665
H 1.855 -2.694 1.895
H 2.428 -0.134 2.546
H -0.089 4.164 3.438
H 4.863 0.952 -0.364
H 0.277 -5.265 -2.497
H 1.413 1.178 4.594
H 2.426 3.208 -2.011
H -3.207 -1.423 0.803
H 3.549 -2.171 -2.088
H -4.785 2.737 1.649
H 3.873 2.225 -2.260
H 3.923 3.613 -1.180
H 2.766 4.487 0.324
H -3.522 -1.671 2.540
H 0.611 -0.263 3.957
H -2.007 0.137 3.770
H -3.799 5.053 1.641
H 2.734 0.598 -3.538
H 2.403 0.986 -0.784

Net charge: -2
HOMO (alpha / beta) in Ha: -0.05400 / -0.05062
HOMO-LUMO gap (alpha / beta) in eV: 4.90 / 4.75
Multiplicity: 1
LUMO (alpha / beta) in eV: 3.433 / 3.375
ΔE to the lowest compared entry with this formula, charge and spin in eV: 6.912
DFT total energy in eV: -466413.81094
Max |F| in eV/A: 8.3

Results of the Löwdin charge analysis, in e, for atoms 1 through 8: number 1, Sb, carries 0.14; number 2, Se, carries 0.55; number 3, Se, carries 0.00; number 4, Se, carries 0.64; number 5, Se, carries 0.28; number 6, Se, carries -0.26; number 7, Se, carries -0.16; number 8, Ti, carries 0.04

=====

Entry 2:
ORCA calculation (ωB97M-V/def2-TZVPD) on a single C3H8N2S molecule.

Atoms and positions in Å:
S 1.264 1.427 -1.589
N 0.630 0.060 -1.059
N -0.782 -0.650 0.792
C 1.377 -1.091 -1.189
C -1.821 0.153 1.634
C -0.229 0.133 -0.028
H 2.551 -0.906 -0.605
H -2.973 -0.029 1.341
H -1.782 -0.238 2.802
H 1.714 -1.205 -2.184
H 1.623 1.831 -0.285
H -1.873 1.201 1.202
H -0.409 1.285 -0.176
H 0.713 -1.972 -0.656

SMILES string: C/N=C/N(C)S
HOMO in Ha: -0.32506
HOMO-LUMO gap in eV: 9.47
Multiplicity: 1
LUMO in eV: 0.628
ΔE to the lowest compared entry with this formula, charge and spin in eV: 4.792
DFT total energy in eV: -17051.93848
Max |F| in eV/A: 5.4

Results of the natural (NBO) charge analysis, in e, for atoms 1 through 8: number 1, S, carries 0.25; number 2, N, carries -0.63; number 3, N, carries -0.48; number 4, C, carries -0.40; number 5, C, carries -0.47; number 6, C, carries 0.28; number 7, H, carries 0.15; number 8, H, carries 0.20

=====

Entry 3:
ORCA calculation (ωB97M-V/def2-TZVPD) on an isolated ion of composition C29H48N13O5 and charge +1.

Atoms and positions in Å:
O -2.234 2.866 -0.416
O -1.186 -1.638 -1.493
O 0.044 4.298 -0.900
O 5.685 -0.434 3.002
O -4.528 0.778 -0.511
N -1.701 1.427 2.032
N 3.199 -0.050 1.721
N 2.673 -1.809 -2.509
N -1.060 -2.863 0.865
N 2.972 -0.973 -0.383
N -1.023 -1.716 2.643
N 2.747 1.358 -0.038
N 0.239 2.046 0.990
N -0.280 -2.313 1.777
N 2.455 0.448 -2.202
N 2.297 2.683 -1.881
N 0.339 0.595 2.781
N 0.368 -2.947 -2.470
C -3.442 -1.296 3.097
C 2.516 1.469 -1.352
C 3.817 1.027 2.481
C -4.377 -0.519 -1.079
C -0.378 1.334 1.924
C -5.160 -1.466 -0.309
C 2.396 3.943 -1.195
C -5.825 -2.230 0.330
C -2.301 4.273 -0.514
C 2.009 -1.691 -3.784
C -1.314 -4.810 -0.585
C 5.111 -1.476 2.245
C 2.998 0.110 0.386
C -1.166 4.849 -1.368
C 5.340 0.829 2.487
C 2.741 -3.162 -2.007
C -2.354 -2.603 1.139
C -0.489 -3.568 -0.250
C -2.517 1.091 3.182
C 1.449 -3.907 -2.408
C 0.515 -2.032 -3.595
C 3.583 -1.356 2.228
C 2.681 -0.752 -1.668
C -2.736 2.127 -1.522
C 1.196 4.835 -1.514
C -4.240 1.838 -1.381
C -3.702 0.189 2.817
C -2.320 -1.856 2.300
C -0.450 -2.610 -1.458
H -3.265 4.606 -0.915
H 5.486 -1.445 1.211
H 1.553 -4.340 -3.407
H -4.749 -0.520 -2.116
H 5.425 -2.406 2.719
H -2.294 -4.525 -0.961
H -1.304 4.599 -2.431
H -4.568 0.487 3.408
H -1.444 -5.423 0.305
H 1.223 1.884 0.761
H 2.435 3.741 -0.125
H -4.346 -1.857 2.859
H 1.380 5.854 -1.142
H -2.193 4.635 0.511
H 1.310 0.455 2.532
H -0.283 2.641 0.359
H -2.168 1.951 1.298
H 3.615 -3.669 -2.429
H -1.166 5.943 -1.272
H -0.824 -5.408 -1.348
H -6.410 -2.911 0.874
H 3.195 -1.445 3.246
H 2.126 -0.670 -4.143
H -4.740 2.711 -0.949
H -3.959 0.328 1.766
H 0.526 -3.827 0.067
H 3.561 1.983 2.027
H 2.184 2.694 -2.883
H -0.059 -1.135 -3.358
H -0.124 -0.254 3.138
H 3.139 -2.120 1.594
H -3.216 -1.426 4.158
H 3.443 0.984 3.509
H 3.309 4.472 -1.494
H 0.103 -2.493 -4.497
H -2.895 2.030 3.600
H -2.175 1.188 -1.529
H -4.666 1.648 -2.377
H 5.823 1.565 3.130
H 2.853 -3.102 -0.923
H -3.320 -0.827 -1.087
H -1.894 0.613 3.938
H 1.243 -4.718 -1.715
H -2.547 2.658 -2.459
H 1.054 4.887 -2.603
H -3.174 -2.934 0.542
H 2.488 -2.379 -4.484
H 5.719 0.936 1.458

Net charge: +1
HOMO in Ha: -0.40350
HOMO-LUMO gap in eV: 9.53
Multiplicity: 1
LUMO in eV: -1.455
ΔE to the lowest compared entry with this formula, charge and spin in eV: 0.077
DFT total energy in eV: -60455.78936
Max |F| in eV/A: 1.1

Results of the natural (NBO) charge analysis, in e, for atoms 1 through 8: number 1, O, carries -0.57; number 2, O, carries -0.65; number 3, O, carries -0.56; number 4, O, carries -0.51; number 5, O, carries -0.53; number 6, N, carries -0.59; number 7, N, carries -0.44; number 8, N, carries -0.40

=====

Entry 4:
ORCA calculation (ωB97M-V/def2-TZVPD) on an isolated ion of composition C7H20NSSi and charge +1.

Atoms and positions in Å:
S -1.583 -1.641 1.239
Si 0.146 0.884 0.353
N 1.234 -1.371 1.323
C 0.026 -0.971 0.558
C -2.123 0.769 -3.216
C -0.272 1.534 2.098
C 1.273 -2.796 1.689
C 2.086 0.962 0.000
C -0.852 0.415 -2.360
C -0.812 1.471 -1.185
H 2.274 0.213 -0.671
H -1.782 1.578 -0.904
H 2.087 -1.015 0.865
H 2.173 1.998 -0.385
H -0.018 -1.591 -0.438
H 0.452 1.267 2.942
H -3.164 0.768 -2.568
H 2.056 -3.019 2.351
H -1.171 0.995 2.445
H -0.924 -0.629 -2.082
H -2.161 1.707 -3.788
H 1.555 -3.389 0.823
H 1.249 -0.687 2.212
H 0.331 -3.175 2.232
H -1.703 -0.753 2.189
H -2.316 -0.019 -3.926
H 0.098 0.411 -2.900
H 2.866 1.066 0.699
H -0.516 2.486 -1.501
H -0.509 2.530 1.906

SMILES string: CCC[Si](C)(C)[C@H](S)[NH2+]C
Net charge: +1
HOMO in Ha: -0.49418
HOMO-LUMO gap in eV: 10.46
Multiplicity: 1
LUMO in eV: -2.991
ΔE to the lowest compared entry with this formula, charge and spin in eV: 0.000
DFT total energy in eV: -27778.62512
Max |F| in eV/A: 4.4

Results of the natural (NBO) charge analysis, in e, for atoms 1 through 8: number 1, S, carries 0.05; number 2, Si, carries 1.61; number 3, N, carries -0.56; number 4, C, carries -0.64; number 5, C, carries -0.61; number 6, C, carries -1.10; number 7, C, carries -0.45; number 8, C, carries -1.14